C29H43BrCsN6O5P as an isolated structure at a distorted geometry, computed with wB97M-V/def2-TZVPD.

F_max	2.604	eV/Å
HOMO energy (spin up / spin down)	-4.917 / -4.885	eV

Structure (ORCA input):
```
! RIJCOSX wB97M-V def2-TZVPD def2/J DEFGRID3
* xyz 0 1
Cs -1.01061 0.19030 0.81004
N -4.01452 1.99339 5.53978
C -2.66318 1.34021 5.24855
C -2.43068 0.10767 6.04238
C -1.30091 -0.64331 5.32975
N -1.64745 -0.93655 3.86230
C -0.05659 0.28628 5.49120
C -0.26205 1.71115 4.94915
N -0.14656 1.74097 3.49109
C -1.56040 2.32554 5.40616
H -4.71993 1.30120 5.30360
H -4.24755 2.87539 4.98033
H -4.11367 2.21039 6.53578
H -2.73653 1.11887 4.18307
H -3.25674 -0.60785 6.08010
H -2.06424 0.35470 7.06396
H -1.01588 -1.56506 5.87748
H -2.70191 -0.90290 3.78001
H -1.39965 -1.93727 3.68755
H 0.86525 -0.12118 5.13502
H 0.07383 0.36585 6.57420
H 0.55530 2.34629 5.43426
H 0.82948 1.81678 3.14580
H -0.59480 2.61455 3.14336
H -1.82524 3.18730 4.73976
H -1.49824 2.68816 6.44219
Br 0.53865 -10.23255 -2.01400
C 0.32960 -9.54254 -3.76761
C 1.32198 -8.86806 -4.43719
C 1.02639 -7.56714 -4.79608
C -0.34888 -7.23956 -4.76095
C -1.32219 -8.26947 -4.79689
C -1.01237 -9.45756 -4.16062
N -0.84620 -5.99933 -4.47181
N -0.04598 -5.22884 -3.83845
C -0.61337 -4.39825 -2.86343
C -1.92573 -4.58216 -2.40804
C -2.71265 -3.49973 -2.01723
C -2.08114 -2.21789 -1.89356
O -2.79477 -1.18288 -1.77054
C -0.60861 -2.08117 -2.03373
N -0.04187 -0.86607 -1.80321
C 1.24804 -0.72091 -2.05476
C 2.05844 -1.76450 -2.62171
C 1.52021 -3.03338 -2.66390
C 0.11658 -3.21433 -2.42584
H 2.30457 -9.34781 -4.48773
H 1.74589 -6.77726 -4.98640
H -2.31307 -8.08324 -5.23332
H -1.74000 -10.20696 -3.80745
H -2.34279 -5.56024 -2.49726
H -3.77178 -3.60593 -1.67121
H 1.74440 0.21148 -1.73232
H 3.06359 -1.51061 -2.99660
H 2.15413 -3.86840 -2.93139
C 0.51668 4.63300 -2.63059
C 0.76910 3.19233 -2.87492
C -0.50710 2.46644 -3.28799
C 1.88909 2.89918 -3.83518
O 1.28416 2.59957 -1.63762
P 0.71377 2.78071 -0.16933
O -0.80877 2.79874 -0.29740
O 1.45808 1.74501 0.65150
O 1.11715 4.26936 0.21132
C 2.39855 4.97464 0.42066
C 2.68307 4.79423 1.91831
C 3.55252 4.24870 -0.31492
C 2.04984 6.42103 0.04623
H 0.05944 5.09294 -3.50383
H 1.49736 5.14022 -2.45125
H -0.18526 4.75057 -1.81539
H -0.96533 2.69302 -4.25217
H -1.23499 2.62439 -2.48941
H -0.20075 1.44172 -3.23158
H 1.82341 3.54539 -4.70367
H 1.86546 1.89499 -4.21047
H 2.84615 3.04461 -3.31290
H 2.73369 3.76192 2.20900
H 1.89955 5.32158 2.43451
H 3.64778 5.21712 2.19538
H 3.51011 3.21741 -0.05219
H 4.48498 4.60540 0.09923
H 3.53911 4.34895 -1.42520
H 1.39967 6.74603 0.87773
H 1.51022 6.56477 -0.88522
H 2.94562 7.02043 -0.01625
*
```

These are the Mulliken partial charges, in e, on atoms 1 to 8:
1 Cs 1.183
2 N -0.159
3 C 0.008
4 C -1.029
5 C -0.116
6 N -0.426
7 C -1.223
8 C 0.123

C29H43Cl2F5N3O4PrSSi as an isolated structure at a distorted geometry, computed with wB97M-V/def2-TZVPD.

F_max	2.122	eV/Å
HOMO energy (spin up / spin down)	-7.284 / -7.285	eV

Structure (ORCA input):
```
! RIJCOSX wB97M-V def2-TZVPD def2/J DEFGRID3
* xyz 0 3
C 3.30891 -2.43271 -6.38791
C 2.73839 -1.71630 -7.54952
H 3.06995 -3.50094 -6.44474
H 2.87844 -2.05198 -5.44723
H 4.40724 -2.34658 -6.36891
C 2.76071 -2.24357 -8.78385
C 3.39020 -3.54264 -9.13023
H 2.35657 -1.69166 -9.62745
H 3.06898 -4.34682 -8.46238
H 4.48781 -3.51264 -9.07957
H 3.11313 -3.83861 -10.14672
Pr 0.83876 0.34648 -1.38470
Cl 2.32497 1.74895 -3.11346
C -0.48674 3.25329 -1.96539
O -0.79917 2.08998 -1.55846
N -1.20623 3.96981 -2.81717
C -2.54946 3.56200 -3.26516
C -0.52329 5.05615 -3.52238
H 0.46447 3.71523 -1.65793
H -3.13154 3.17465 -2.41834
H -2.51866 2.81495 -4.07546
H -3.03690 4.46879 -3.64933
H 0.30082 5.38759 -2.88322
H -1.22664 5.87629 -3.69005
H -0.11354 4.74256 -4.49427
H -2.55157 2.38621 2.28114
H -1.25468 1.33574 4.54218
C -2.64401 1.32811 1.99476
C -1.54075 0.38747 4.05684
N -1.56909 0.54136 2.59868
H -2.59692 1.21734 0.90409
C -0.57402 0.07014 1.85683
O -0.47632 0.26864 0.61600
H -0.80363 -0.38264 4.32731
H 0.18274 -0.51474 2.40236
H -3.60913 0.96976 2.38356
H -2.53881 0.10043 4.42300
H -0.12913 -5.63748 -0.60383
H 0.21436 -3.36949 -3.36381
C -1.07555 -5.19475 -0.96827
C -0.75349 -3.83168 -3.07928
N -0.84783 -3.90146 -1.61793
H -1.72616 -5.06614 -0.09095
C -0.61739 -2.80986 -0.87844
O -0.26635 -1.71741 -1.40372
H -1.53124 -3.17696 -3.49931
H -0.73683 -2.88354 0.21947
H -1.53457 -5.88201 -1.68632
H -0.82855 -4.84456 -3.48901
O 1.14563 -0.36871 -6.33082
C 2.18822 -0.32204 -7.27299
C 0.64734 -0.08606 -9.26173
C 1.69999 0.42137 -8.49284
H 0.26658 -1.09413 -9.04165
C 0.08328 0.70845 -10.27158
H 2.98517 0.23478 -6.76167
C 2.27438 1.66025 -8.78055
H -0.72949 0.28798 -10.87449
C 0.60926 1.99165 -10.51013
C 1.71769 2.45217 -9.79448
H 3.13433 1.96832 -8.18041
H 0.17348 2.61398 -11.29863
H 2.18424 3.41031 -10.03276
Si -0.31967 0.19432 -5.77245
Cl 1.02244 -1.59658 -4.17441
C -1.57680 -0.65795 -6.88090
C -0.27438 2.08527 -6.16109
C -1.06631 0.42048 -4.03438
H -1.61210 -0.25754 -7.91058
H -2.58476 -0.56180 -6.43302
H -1.31751 -1.72805 -6.95584
H -1.31282 -0.50592 -3.48345
H -1.98248 1.04467 -4.09061
H -0.29586 1.01602 -3.51146
H -0.06879 2.32791 -7.21132
H 0.51315 2.55676 -5.55394
H -1.25031 2.53236 -5.91244
F 2.41786 0.62964 5.99906
C 2.39987 1.00032 4.70102
C 1.76190 2.18217 4.31383
F 1.13497 2.93532 5.24655
C 1.72283 2.55456 2.97032
F 1.07046 3.69049 2.61080
C 2.28245 1.73348 1.95646
S 2.37869 2.20195 0.33363
C 2.80628 0.49075 2.38507
F 3.08370 -0.45116 1.43933
C 2.94586 0.16206 3.72511
F 3.56649 -0.98264 4.08532
*
```

These are the Mulliken partial charges, in e, on atoms 1 to 8:
1 C -1.211
2 C 0.511
3 H 0.305
4 H -0.029
5 H 0.281
6 C 0.079
7 C -1.495
8 H 0.385

C29H43Cl2F5N3O4SiZn as an isolated structure at a distorted geometry, computed with wB97M-V/def2-TZVPD.

F_max	2.177	eV/Å
energy above the lowest of the compared OMol25 structures with the same formula, charge and spin	0.645	eV
HOMO energy	-5.260	eV

Structure (ORCA input):
```
! RIJCOSX wB97M-V def2-TZVPD def2/J DEFGRID3
* xyz -1 1
C 2.94957 -2.59939 -3.04671
C 2.34757 -1.91234 -4.22980
H 2.75745 -3.68171 -3.08756
H 2.53708 -2.18646 -2.11336
H 4.04586 -2.46049 -3.03331
C 2.37381 -2.46588 -5.45704
C 3.02398 -3.76273 -5.76610
H 1.94030 -1.95303 -6.31030
H 2.67985 -4.58538 -5.13495
H 4.11403 -3.70934 -5.67300
H 2.79635 -4.04032 -6.79442
Zn 0.97536 0.04371 1.72653
Cl 2.19118 -0.66677 0.00597
C -0.21767 2.65162 1.03095
O -0.48628 1.42910 1.13140
N -1.10695 3.56686 0.65567
C -2.52595 3.21522 0.61875
C -0.67514 4.75968 -0.05663
H 0.78718 3.06210 1.27831
H -2.81811 2.73439 1.56848
H -2.72065 2.53450 -0.22641
H -3.11627 4.12770 0.47188
H 0.30432 5.07040 0.33243
H -1.38947 5.57521 0.06274
H -0.60093 4.56387 -1.13783
H -3.38487 2.05915 6.32298
H -1.41169 1.15949 8.02390
C -3.51300 0.97719 6.13154
C -1.75202 0.17782 7.65853
N -2.26561 0.25811 6.31075
H -3.87786 0.81786 5.11394
C -1.48888 -0.05581 5.23271
O -1.75833 0.27357 4.08342
H -0.89649 -0.49901 7.66696
H -0.58983 -0.65119 5.48274
H -4.25293 0.59091 6.85072
H -2.52102 -0.19413 8.34640
H 0.31364 -4.51918 3.36136
H 0.21331 -3.57885 0.36407
C -0.67767 -4.80314 2.97539
C -0.72977 -4.10184 0.60857
N -1.14743 -3.86290 1.97595
H -1.37860 -4.80980 3.81754
C -1.59713 -2.63279 2.35218
O -1.66940 -1.64598 1.62275
H -1.52107 -3.79341 -0.08737
H -1.89244 -2.59321 3.41982
H -0.63509 -5.80105 2.52882
H -0.58106 -5.18396 0.51050
O 0.74108 -0.69184 -2.90207
C 1.73785 -0.54404 -3.92044
C 0.23393 -0.27023 -5.97650
C 1.27144 0.21360 -5.16088
H -0.20412 -1.24625 -5.73763
C -0.23613 0.51486 -7.03401
H 2.54149 0.02945 -3.42346
C 1.88453 1.43866 -5.43957
H -1.08977 0.14864 -7.62141
C 0.36573 1.74122 -7.31483
C 1.45080 2.19577 -6.53887
H 2.68877 1.77388 -4.77554
H 0.02187 2.33056 -8.16483
H 1.95589 3.13073 -6.76515
Si -0.75238 -0.05727 -2.51632
Cl 1.00671 -1.73729 3.36666
C -2.08547 -0.66948 -3.71508
C -0.66752 1.80422 -2.63448
C -1.41776 -0.76491 -0.96859
H -1.94936 -0.24450 -4.71649
H -3.06751 -0.37654 -3.31029
H -2.04195 -1.76355 -3.79790
H -1.66641 -1.82887 -1.09107
H -2.32174 -0.23416 -0.65603
H -0.61261 -0.63188 -0.24785
H -0.56341 2.09968 -3.69154
H 0.20769 2.18692 -2.08574
H -1.59066 2.26758 -2.24573
F 3.55182 0.13894 3.11505
C 2.74715 0.99999 3.77596
C 1.48181 1.32010 3.30337
C 0.74423 2.23612 4.01364
F -0.49765 2.64969 3.66457
C 1.24761 2.84557 5.18295
F 0.50331 3.76955 5.81679
C 2.51847 2.51135 5.64063
F 3.06669 3.18355 6.67121
C 3.22932 1.53494 4.97021
F 4.41501 1.09685 5.44145
*
```

These are the Mulliken partial charges, in e, on atoms 1 to 8:
1 C -1.227
2 C 0.316
3 H 0.375
4 H -0.030
5 H 0.276
6 C 0.108
7 C -1.496
8 H 0.357

C29H43FN7SiV as an isolated structure at a distorted geometry, computed with wB97M-V/def2-TZVPD.

F_max	1.623	eV/Å
energy above the lowest of the compared OMol25 structures with the same formula, charge and spin	0.755	eV
HOMO energy (spin up / spin down)	-9.371 / -10.132	eV

Structure (ORCA input):
```
! RIJCOSX wB97M-V def2-TZVPD def2/J DEFGRID3
* xyz 1 4
V -0.23118 -0.47285 -0.81419
C 2.40158 -2.47506 3.03201
N 1.93948 -2.40916 1.64891
C 0.78356 -3.22261 1.30506
C 2.37099 -1.42493 0.82233
N 1.53756 -0.88002 -0.02866
C 1.97027 -0.30808 -1.24221
C 2.82971 -1.01793 -2.06879
C 3.35236 -0.44922 -3.22917
C 3.01670 0.83308 -3.57712
C 2.09689 1.57516 -2.81062
C 1.73894 2.88787 -3.19459
C 0.84247 3.60690 -2.45825
C 0.26333 3.06058 -1.30583
C 0.58432 1.78979 -0.87299
N -0.03110 1.18263 0.23658
C -0.26635 1.80768 1.36565
N -1.04266 1.27843 2.34701
C -1.83661 0.07010 2.21436
C -0.93507 1.74088 3.72461
N 0.28950 3.02807 1.70797
C 1.64769 3.40822 1.37665
C -0.59629 4.14436 2.00941
C 1.53377 1.00882 -1.62600
N 3.66678 -1.02919 1.00748
C 4.12807 0.31798 0.72839
C 4.74076 -2.00247 1.13534
H 1.71747 -3.11205 3.58674
H 2.40120 -1.48208 3.48460
H 3.40177 -2.89637 3.12934
H 1.02160 -4.27513 1.46951
H 0.53691 -3.08647 0.25763
H -0.09178 -2.96546 1.90645
H 3.10906 -2.02311 -1.77717
H 4.03743 -1.02041 -3.84194
H 3.44646 1.29659 -4.45583
H 2.18590 3.30193 -4.08899
H 0.55921 4.60348 -2.77112
H -0.47355 3.62941 -0.75946
H -2.82400 0.23857 2.64626
H -1.36277 -0.75087 2.76218
H -1.95388 -0.21199 1.17671
H -0.01742 2.29956 3.87974
H -0.92942 0.87045 4.38145
H -1.78055 2.37237 4.00754
H 2.23333 2.53714 1.09500
H 2.10451 3.85731 2.26259
H 1.69258 4.13627 0.56261
H -1.62571 3.80249 2.08828
H -0.54248 4.89438 1.21245
H -0.30960 4.62941 2.94578
H 3.29173 1.00758 0.68871
H 4.67340 0.37607 -0.21755
H 4.79718 0.62983 1.53318
H 4.34891 -3.01519 1.09665
H 5.29118 -1.85882 2.06765
H 5.43968 -1.87720 0.30330
C -2.82450 2.03869 -1.74297
Si -3.44013 0.31525 -1.31153
C -4.53150 0.56820 0.22426
C -4.36648 -0.32362 -2.82396
N -2.09797 -0.77898 -1.01675
C -2.35694 -2.13990 -1.05816
C -3.56302 -2.75226 -0.67577
C -3.71308 -4.12866 -0.68791
C -2.67896 -4.96077 -1.09078
C -1.48127 -4.39595 -1.50620
C -1.36823 -3.02833 -1.49275
F -0.16875 -2.44283 -1.91177
H -3.65619 2.61684 -2.15397
H -2.02457 2.03712 -2.48344
H -2.48305 2.55923 -0.84677
H -5.54874 0.82703 -0.08002
H -4.14839 1.40313 0.81630
H -4.59309 -0.30365 0.87666
H -5.18920 0.34096 -3.09520
H -4.77497 -1.32505 -2.68456
H -3.67975 -0.36271 -3.67259
H -4.38509 -2.12783 -0.35102
H -4.65311 -4.55822 -0.36623
H -2.79917 -6.03479 -1.08887
H -0.64770 -4.99966 -1.84163
*
```

These are the Mulliken partial charges, in e, on atoms 1 to 8:
1 V 0.388
2 C -1.168
3 N 0.322
4 C -0.980
5 C -0.111
6 N 0.633
7 C 0.621
8 C -1.298